[1]
Below is a single C13H15ClFNO3 molecule, with properties calculated with ωB97M-V/def2-TZVPD.

Last column: natural (NBO) charge in e.
Atoms and positions in Å:
C (-3.6681, -1.1054, 3.3942)  -0.608
C (-4.1164, -0.7694, 1.9765)  -0.392
C (-2.9519, -0.5163, 1.0192)  -0.398
H (-3.3435, -0.4083, 0.0054)  0.211
H (-2.2779, -1.3770, 1.0301)  0.189
C (-2.1672, 0.7496, 1.3667)  -0.230
N (-1.1601, 1.0392, 0.3709)  -0.607
C (-1.2240, 2.1036, -0.4449)  0.652
O (-2.0886, 2.9506, -0.4047)  -0.622
C (-0.0885, 2.1935, -1.4657)  -0.168
H (-0.4993, 2.0479, -2.4720)  0.228
H (0.3379, 3.2021, -1.4310)  0.218
O (0.9246, 1.2268, -1.2099)  -0.528
C (1.8152, 1.0236, -2.1993)  0.788
O (1.7656, 1.5922, -3.2558)  -0.560
C (2.8410, 0.0247, -1.7934)  -0.224
C (3.1125, -0.1728, -0.4389)  -0.128
C (4.0747, -1.0689, -0.0220)  -0.296
C (4.7733, -1.7800, -0.9850)  0.431
C (4.5333, -1.6158, -2.3358)  -0.306
C (3.5658, -0.7065, -2.7420)  0.030
Cl (3.2709, -0.5309, -4.4204)  0.066
H (5.0916, -2.1848, -3.0610)  0.248
F (5.7115, -2.6564, -0.5972)  -0.311
H (4.2911, -1.2202, 1.0230)  0.237
H (2.5624, 0.4021, 0.2892)  0.234
H (-0.4202, 0.3683, 0.2329)  0.406
H (-2.8367, 1.6121, 1.3915)  0.233
H (-1.6806, 0.6442, 2.3405)  0.191
H (-4.7603, 0.1117, 1.9974)  0.200
H (-4.7068, -1.6015, 1.5871)  0.204
H (-4.5275, -1.3697, 4.0056)  0.213
H (-2.9818, -1.9497, 3.3879)  0.199
H (-3.1721, -0.2585, 3.8607)  0.200

Output
E_HOMO	-9.774	eV
charge	0
structure (SMILES)	CCCCNC(=O)COC(=O)c1ccc(F)cc1Cl
HOMO-LUMO gap	10.0	eV

[2]
Below is a single C4H9NO3 molecule, with properties calculated with ωB97M-V/def2-TZVPD.

Last column: natural (NBO) charge in e.
Atoms and positions in Å:
C (-0.3640, -0.5617, -0.5566)  0.378
C (-0.1910, -1.9430, 0.0626)  -0.674
C (1.6261, 2.1858, -0.0160)  -0.723
C (1.3319, 0.7971, 0.4668)  0.812
N (-2.6529, -0.2293, -0.0090)  -0.509
O (0.0054, 0.5031, 0.3299)  -0.577
O (-1.6510, -0.2666, -1.0037)  -0.387
O (2.1296, 0.0209, 0.9063)  -0.554
H (0.2438, -0.4872, -1.4707)  0.167
H (-2.3421, 0.4093, 0.7208)  0.343
H (-2.7538, -1.1628, 0.3877)  0.330
H (0.8606, -2.1006, 0.2847)  0.245
H (-0.7532, -2.0301, 0.9904)  0.212
H (-0.5324, -2.6920, -0.6473)  0.221
H (1.4234, 2.2156, -1.0862)  0.239
H (2.6627, 2.4467, 0.1756)  0.234
H (0.9569, 2.8948, 0.4649)  0.242

Output
E_HOMO	-10.084	eV
charge	0
structure (SMILES)	CC(=O)O[C@@H](C)ON
HOMO-LUMO gap	10.9	eV

[3]
Below is 2 unconnected molecules or ions with the total composition C2H6O2S2, with properties calculated with ωB97M-V/def2-TZVPD.

Last column: natural (NBO) charge in e.
Atoms and positions in Å:
C (1.1919, -0.4393, 0.2063)  -0.270
C (-2.3093, 0.2927, -0.3306)  -0.112
O (-1.6512, 0.3704, -1.3238)  -0.688
O (0.9183, -1.8438, -0.0852)  -0.717
S (-2.3586, -1.1251, 0.6715)  0.160
S (-3.0798, 1.7823, 0.3356)  0.366
H (0.4764, 0.1864, -0.2224)  0.188
H (2.1973, -0.1458, -0.0223)  0.173
H (1.1025, -0.4107, 1.2638)  0.176
H (0.5352, -1.7027, -1.0151)  0.466
H (-1.2014, -1.6422, -0.0608)  0.166
H (-2.1565, 2.3960, -0.4343)  0.093

Output
E_HOMO (alpha / beta)	-5.236 / -9.478	eV
charge	0
HOMO-LUMO gap (alpha / beta)	5.7 / 5.0	eV
⟨S²⟩	2.0075
multiplicity	3

[4]
Below is a molecular structure, C14H25ClHgNP, with properties calculated with ωB97M-V/def2-TZVPD.

Last column: natural (NBO) charge in e.
Atoms and positions in Å:
C (0.4835, 3.4798, -3.6584)  -0.232
C (-0.7908, 3.0780, -3.2848)  -0.222
C (-0.9832, 1.9340, -2.4953)  -0.089
C (0.1305, 1.2073, -2.0788)  -0.471
C (1.4104, 1.6322, -2.3847)  -0.103
C (1.5947, 2.7675, -3.2074)  -0.218
C (-2.3817, 1.5744, -2.0502)  -0.451
C (-2.8602, 0.0956, -1.9259)  -0.208
N (-1.8553, -0.9664, -2.2036)  -0.575
Hg (-0.0966, -0.9327, -1.2110)  1.304
C (2.6186, 0.8936, -1.8042)  -0.752
P (2.2565, -0.7787, -1.2332)  0.816
H (-1.6500, 3.6710, -3.6212)  0.199
H (2.6073, 3.0852, -3.4922)  0.199
H (0.6303, 4.3502, -4.2949)  0.209
H (2.9806, 1.4320, -0.8863)  0.238
H (3.4558, 0.8130, -2.5318)  0.231
H (-2.5515, 2.0244, -1.0429)  0.233
H (-3.1162, 2.0653, -2.7118)  0.211
H (-3.2799, -0.0761, -0.9255)  0.208
C (3.4456, -1.2940, -0.0098)  -0.957
C (2.3341, -1.8959, -2.6747)  -0.993
H (-3.6696, -0.0793, -2.6658)  0.179
C (-1.6760, -1.0089, -3.7149)  -0.433
C (-2.3778, -2.3123, -1.8143)  -0.460
H (0.1944, 0.6115, 2.1599)  0.213
H (-2.5940, -1.4827, -4.1555)  0.192
H (-1.6329, 0.0012, -4.1330)  0.226
H (-0.7754, -1.5728, -4.0257)  0.223
H (-3.1058, -2.6464, -2.5590)  0.176
H (-1.5319, -3.0174, -1.7944)  0.263
H (-2.8161, -2.2573, -0.8149)  0.202
H (3.2996, -2.3901, -2.6817)  0.233
H (1.5243, -2.6501, -2.5331)  0.280
H (2.1448, -1.3308, -3.5896)  0.244
H (4.4310, -1.3817, -0.4897)  0.222
H (3.4928, -0.5514, 0.8083)  0.246
H (3.1579, -2.2736, 0.4136)  0.255
H (0.1210, -2.7427, -1.5494)  -0.626
Cl (-1.6368, 2.0854, 1.7584)  -0.057
C (0.0592, 1.6605, 1.8455)  -0.600
H (0.5702, 1.8676, 0.9004)  0.231
H (0.4762, 2.2518, 2.6957)  0.216

Output
E_HOMO	-5.487	eV
charge	0
HOMO-LUMO gap	6.0	eV

[5]
Below is 2 unconnected molecules or ions with the total composition CH3BrNO2S, with properties calculated with ωB97M-V/def2-TZVPD.

Last column: natural (NBO) charge in e.
Atoms and positions in Å:
C (-0.7822, 1.3330, 0.1364)  -0.489
N (0.5798, -0.5224, 0.6922)  -1.085
O (-0.0991, -2.1092, -1.1686)  -1.020
O (2.0752, -0.8144, -1.3641)  -0.990
S (1.0581, -1.4691, -0.4934)  1.826
Br (-1.4263, 2.3773, 1.5116)  0.001
H (-1.3935, 0.6369, -0.3765)  0.197
H (0.1503, 1.5624, -0.2476)  0.196
H (-0.1623, -0.9945, 1.3101)  0.364

Output
E_HOMO (alpha / beta)	-3.245 / -3.441	eV
charge	-1
HOMO-LUMO gap (alpha / beta)	6.4 / 6.6	eV

Going through the records in order, we get relative energy (zero: lowest compared OMol25 entry of this formula, charge and spin) values of 0.000; 2.687; 1.929; 0.008; 3.251 eV.
Going through the records in order, we get E values of -1344.944176; -438.230327; -1026.427605; -1557.957786; -3217.269798 hartree.
Going through the records in order, we get strongest force on any atom values of 0.73; 0.52; 4.39; 5.85; 2.24 eV/Å.